No. 1
{
  "formula": "C7H13FO4",
  "method": "the ωB97M-V functional and the def2-TZVPD basis",
  "symbols": ["C", "C", "C", "C", "C", "C", "C", "O", "O", "O", "O", "F", "H", "H", "H", "H", "H", "H", "H", "H", "H", "H", "H", "H", "H"],
  "xyz": [[0.2710, -1.8940, 0.7979], [-1.2319, -1.6762, 0.3532], [1.3718, -1.2488, 0.0406], [0.2162, 0.7596, -1.0760], [-1.9034, -0.3359, 0.6438], [1.3347, 0.2603, -0.1419], [0.0376, 2.2204, -1.2708], [-1.7108, 0.4249, 1.7396], [-2.9735, -0.2080, -0.1013], [1.0323, 0.9013, 1.2056], [2.6549, 0.7369, -0.4573], [0.2271, -0.0417, -2.1650], [0.2831, -1.6400, 1.8341], [0.3710, -2.9408, 0.6455], [-1.4078, -2.0479, -0.7546], [-1.7724, -2.4957, 0.8720], [2.3211, -1.5339, 0.5982], [1.5028, -1.7115, -0.9342], [-0.8390, 2.5753, -0.7039], [-0.1867, 2.2599, -2.4160], [0.7550, 2.9753, -0.9691], [-0.7901, 0.6716, 1.7760], [-3.4782, 0.5994, 0.2408], [1.2720, 1.8406, 1.1219], [2.6434, 1.5490, -0.8796]],
  "forces_ev_per_a": [[-2.704, 0.713, -0.836], [0.197, -1.021, -0.907], [2.175, 0.327, 0.307], [1.394, -1.183, 2.898], [3.780, -1.306, -1.783], [-0.422, 2.005, 1.217], [-1.927, -0.140, -2.286], [-1.943, -0.637, -0.327], [-2.750, 2.442, 1.020], [-0.028, -0.561, -0.990], [-0.481, -3.409, 1.252], [-0.331, 0.204, -1.154], [0.363, -0.013, 0.867], [0.391, -1.040, 0.404], [0.459, 1.480, 1.907], [-0.080, 0.401, 0.284], [-0.885, 0.698, -0.638], [-0.184, 0.147, -0.227], [-0.179, -0.214, -0.460], [0.305, 0.655, 1.993], [1.048, -0.288, -0.224], [1.421, 0.204, -0.087], [0.790, -1.414, -0.812], [-0.012, -0.530, 0.002], [-0.396, 2.481, -1.419]],
  "total_charge": 0,
  "de_lowest_kcal_mol": 50.8,
  "spin_multiplicity": 1,
  "gap_ev": [8.0, 6.3],
  "homo_energy_ev": [-7.51, -5.87],
  "total_energy_ha": -675.20516
}

No. 2
{
  "formula": "C7H13N",
  "method": "the ωB97M-V functional and the def2-TZVPD basis",
  "symbols": ["C", "C", "C", "C", "H", "H", "H", "H", "H", "H", "C", "C", "N", "C", "H", "H", "H", "H", "H", "H", "H"],
  "xyz": [[2.7074, -2.4820, -1.3630], [1.8820, -1.4344, -1.3119], [0.4318, -1.6008, -1.2558], [-0.4491, -0.5942, -1.2946], [2.3016, -3.4869, -1.3793], [3.7838, -2.3903, -1.3985], [2.3047, -0.4355, -1.2787], [0.1090, -2.6360, -1.1823], [-1.4401, -0.6805, -0.8690], [-0.1672, 0.3645, -1.7103], [-1.9968, 2.6417, 0.0884], [-1.0537, 1.8510, 0.6042], [-1.2634, 0.8553, 1.5529], [-0.1186, 0.5020, 2.3760], [-3.0324, 2.5784, 0.3985], [-1.7397, 3.3607, -0.6741], [-0.0228, 1.9656, 0.2908], [-2.1132, 1.0052, 2.0744], [-0.3648, -0.3336, 3.0292], [0.6843, 0.1810, 1.7113], [0.2480, 1.3196, 3.0083]],
  "forces_ev_per_a": [[-0.188, 0.091, 0.007], [0.337, -0.399, -0.621], [-0.065, 0.313, -0.073], [0.325, -0.352, 0.088], [0.039, -0.042, 0.003], [0.000, 0.102, 0.062], [-0.165, 0.088, -0.074], [-0.158, 0.081, 0.643], [-0.260, -0.211, -0.685], [0.173, 0.249, 0.579], [0.182, -0.081, -0.018], [-0.355, 0.274, 0.184], [0.184, 0.232, -0.014], [0.024, -0.093, -0.009], [-0.016, -0.020, -0.004], [-0.016, 0.019, 0.003], [0.033, -0.139, -0.053], [-0.055, -0.102, 0.042], [-0.060, -0.045, -0.077], [0.058, -0.016, 0.090], [-0.016, 0.053, -0.074]],
  "total_charge": 0,
  "de_lowest_kcal_mol": 57.0,
  "smiles": "C=CC=C.C=CNC",
  "spin_multiplicity": 1,
  "gap_ev": 9.2,
  "homo_energy_ev": -8.13,
  "total_energy_ha": -329.18059
}

No. 3
{
  "formula": "C7H13N",
  "method": "the ωB97M-V functional and the def2-TZVPD basis",
  "symbols": ["C", "C", "C", "C", "C", "C", "C", "H", "H", "H", "H", "H", "H", "H", "H", "H", "H", "H", "H", "H", "N"],
  "xyz": [[0.2330, -1.9074, 1.1811], [-0.3761, -0.4689, 0.8112], [-1.5399, -0.1353, 1.7671], [0.6432, 0.3123, 0.2377], [0.8157, 1.6483, -0.4927], [0.7800, 1.1370, -2.0116], [-0.6096, -0.1035, -0.6395], [0.3565, -2.3942, -0.0828], [1.4485, -1.6671, 1.8933], [-0.7627, -2.4871, 1.8308], [-2.3007, -0.8916, 1.5063], [-2.0281, 0.7714, 1.5655], [-1.2756, -0.2837, 2.8128], [1.5948, -0.2561, -0.0721], [1.7544, 2.1991, -0.4842], [0.0780, 2.3387, 0.0120], [0.4665, 1.7938, -2.8441], [1.9218, 0.7471, -2.1201], [0.3478, -0.9268, -2.2026], [-1.3718, 0.6202, -0.7348], [-0.1756, -0.0466, -1.9334]],
  "forces_ev_per_a": [[-0.507, -0.129, -0.760], [-0.715, -3.542, 2.052], [0.457, -1.834, -1.025], [3.319, 2.858, -2.072], [-0.717, 1.274, 0.651], [1.077, -1.307, 1.063], [-0.746, 0.013, 1.971], [0.131, 0.865, 4.500], [-4.139, -1.293, -2.337], [3.705, 1.248, -1.957], [0.207, 0.107, 0.311], [-0.248, 1.597, -0.048], [0.157, 0.291, -0.040], [-1.747, 0.004, 0.528], [0.425, -0.249, 0.869], [0.226, -0.351, -1.535], [0.463, -0.047, 0.655], [-2.607, 0.866, -0.346], [-0.687, 1.374, 0.057], [-1.004, 1.295, 1.583], [2.952, -3.040, -4.119]],
  "total_charge": 0,
  "de_lowest_kcal_mol": 179.2,
  "spin_multiplicity": 1,
  "gap_ev": 8.6,
  "homo_energy_ev": -7.79,
  "total_energy_ha": -328.98583
}